The following is a quantum chemistry calculation of a molecular structure, C12H42BeN20O16 at a distorted geometry, from the Open Molecules 2025 dataset.

The multiplicity is 1. The calculation puts the frontier orbital gap at 7.66 eV. The LUMO energy is -1.20 eV. The total energy is -76094.0578 eV.

Last column: Mulliken charge in e.
Element x y z (Å)
Be1 12.84 14.14 -5.25  1.2705
O1 8.78 13.84 -3.49  -0.5241
C1 10.07 13.94 -3.81  -0.0719
O2 10.87 13.01 -3.95  -0.0290
O3 10.57 15.06 -3.87  -0.6217
H1 8.73 12.88 -3.52  0.3977
O4 16.67 12.63 -6.48  -0.5092
C2 15.48 13.09 -6.36  0.5566
O5 14.53 12.29 -6.30  -0.6706
O6 15.35 14.33 -6.14  -0.4099
H2 16.92 13.55 -6.43  0.2036
C3 18.00 16.59 -4.24  0.7504
O7 17.44 17.52 -3.66  -0.6636
N1 19.12 16.05 -3.80  -0.4134
N2 17.72 16.05 -5.43  -0.2684
H3 19.58 16.36 -2.96  0.2236
H4 19.64 15.42 -4.40  0.1279
H5 16.77 16.18 -5.75  0.0748
H6 18.36 15.45 -5.93  0.1871
C4 12.06 17.42 -6.40  0.6803
O8 12.48 16.29 -6.67  -0.5151
N3 12.82 18.31 -5.75  -0.3468
N4 10.88 17.96 -6.64  -0.4175
H7 13.82 18.32 -5.63  0.1948
H8 12.33 19.17 -5.56  0.0881
H9 10.77 18.96 -6.53  0.1431
H10 10.11 17.36 -6.88  0.2023
C5 15.49 14.00 -10.07  0.6576
O9 16.22 14.84 -10.68  -0.7880
N5 15.60 12.72 -10.13  -0.1888
N6 14.57 14.19 -9.19  -0.0073
H11 16.36 12.30 -10.65  0.1826
H12 14.93 12.12 -9.67  0.0826
H13 14.32 15.10 -8.83  0.0757
H14 14.08 13.38 -8.83  -0.2096
C6 14.28 16.03 -2.65  -0.2489
O10 13.72 15.74 -3.64  0.2138
N7 15.41 15.55 -2.39  -0.2172
N8 13.97 16.97 -1.85  -0.2803
H15 16.09 16.07 -1.86  0.1705
H16 15.75 14.67 -2.74  0.1421
H17 13.21 17.58 -2.13  0.1677
H18 14.37 17.08 -0.93  0.2111
C7 11.21 13.11 -8.22  0.4731
O11 11.97 13.29 -7.29  0.0395
N9 11.10 13.80 -9.32  -0.3913
N10 10.30 12.16 -8.26  -0.2711
H19 11.74 14.57 -9.45  0.2261
H20 10.33 13.72 -9.97  0.1582
H21 9.65 12.26 -9.02  0.1445
H22 10.26 11.47 -7.52  -0.0076
C8 10.35 10.00 -5.80  0.5133
O12 10.60 9.07 -6.65  -0.9285
N11 11.10 10.25 -4.81  -0.0308
N12 9.29 10.71 -5.93  -0.3639
H23 10.93 11.05 -4.21  0.0133
H24 11.95 9.71 -4.74  0.1843
H25 8.48 10.38 -6.43  0.1898
H26 9.20 11.57 -5.40  0.1953
C9 12.83 9.91 -9.09  0.7980
O13 13.63 10.20 -9.96  -0.7301
N13 12.92 10.00 -7.83  -0.1235
N14 11.92 9.05 -9.47  -0.5354
H27 12.30 9.31 -7.43  0.1329
H28 13.64 10.55 -7.38  0.0410
H29 11.13 8.82 -8.88  0.2072
H30 11.81 9.10 -10.47  0.2351
C10 14.29 11.90 -2.87  0.2248
O14 13.60 12.83 -3.25  0.2298
N15 15.01 11.14 -3.61  -0.3608
N16 14.43 11.61 -1.65  -0.4177
H31 14.85 11.36 -4.58  0.0646
H32 15.74 10.63 -3.12  0.1857
H33 13.73 12.18 -1.19  0.1547
H34 14.73 10.69 -1.36  0.2277
C11 11.79 13.19 -0.38  0.4731
O15 12.27 12.83 0.72  -0.7538
N17 12.32 14.15 -1.02  0.1035
N18 10.67 12.72 -0.92  -0.2342
H35 11.95 14.18 -1.96  -0.1125
H36 13.03 14.74 -0.61  0.0135
H37 10.57 12.96 -1.90  0.0356
H38 10.23 11.95 -0.44  0.2340
C12 9.77 18.09 -2.73  0.3873
O16 9.51 19.24 -2.38  -0.7634
N19 8.90 17.37 -3.39  -0.3471
N20 10.85 17.43 -2.39  -0.1717
H39 8.17 17.88 -3.86  0.1991
H40 9.14 16.41 -3.57  0.2817
H41 10.97 16.53 -2.83  0.4536
H42 11.47 17.98 -1.82  0.1199